Record 1
{
  "formula": "C22H23BN4O2Rh",
  "method": "the ωB97M-V functional and the def2-TZVPD basis",
  "lumo_energy_ha": [-0.2902, -0.4123],
  "homo_ev": [-16.37, -16.49],
  "gap_ev": [8.5, 5.3],
  "s2": 6.0212,
  "spin_multiplicity": 5,
  "fmax_ev_per_a": 0.37,
  "total_charge": 3,
  "elements": ["Rh", "C", "C", "N", "C", "C", "C", "C", "C", "C", "C", "C", "C", "N", "C", "H", "H", "H", "H", "H", "H", "H", "H", "N", "C", "C", "N", "C", "C", "H", "H", "H", "H", "H", "H", "H", "H", "H", "H", "H", "O", "B", "O", "C", "C", "C", "C", "C", "C", "H", "H", "H", "H"],
  "positions_angstrom": [[0.007, -0.009, -0.063], [-1.838, -3.849, -1.479], [-1.644, -2.622, -0.842], [-0.472, -2.004, -0.823], [0.588, -2.576, -1.459], [0.479, -3.802, -2.120], [-0.776, -4.437, -2.115], [1.623, -4.362, -2.782], [2.802, -3.712, -2.786], [2.943, -2.445, -2.125], [4.150, -1.724, -2.124], [4.223, -0.511, -1.488], [3.086, -0.023, -0.843], [1.938, -0.686, -0.817], [1.850, -1.884, -1.459], [-2.815, -4.312, -1.464], [-2.465, -2.131, -0.337], [-0.897, -5.388, -2.621], [1.517, -5.315, -3.284], [3.663, -4.132, -3.290], [5.015, -2.129, -2.635], [5.135, 0.068, -1.480], [3.111, 0.935, -0.338], [0.033, 0.844, 4.942], [1.326, 0.355, 4.343], [1.246, 0.414, 2.823], [0.091, -0.323, 2.268], [-1.169, 0.139, 2.891], [-1.146, 0.069, 4.413], [-0.088, 1.839, 4.735], [0.070, 0.774, 5.963], [1.466, -0.666, 4.698], [2.138, 0.971, 4.724], [2.168, -0.004, 2.422], [1.180, 1.452, 2.487], [0.211, -1.317, 2.456], [-1.995, -0.476, 2.540], [-1.358, 1.162, 2.556], [-1.028, -0.955, 4.766], [-2.055, 0.483, 4.845], [-1.937, 2.534, -0.097], [-0.982, 1.718, -0.789], [-0.860, 2.256, -2.103], [-1.703, 3.274, -2.219], [-1.943, 4.075, -3.324], [-2.885, 5.053, -3.133], [-3.574, 5.232, -1.869], [-3.332, 4.438, -0.768], [-2.387, 3.454, -0.958], [-1.425, 3.932, -4.262], [-3.131, 5.722, -3.948], [-4.306, 6.026, -1.798], [-3.848, 4.573, 0.171]],
  "forces_ev_per_angstrom": [[0.14, -0.33, 0.12], [-0.04, 0.01, 0.04], [0.07, -0.02, 0.00], [-0.07, 0.10, -0.04], [-0.06, 0.06, 0.05], [0.03, -0.06, -0.03], [-0.03, -0.08, -0.04], [-0.07, -0.05, 0.00], [0.08, 0.04, 0.00], [0.03, -0.05, -0.03], [0.09, -0.02, -0.04], [0.01, 0.04, 0.03], [-0.01, -0.07, 0.00], [-0.03, 0.11, -0.04], [-0.02, 0.08, 0.06], [0.01, 0.01, 0.00], [0.00, 0.03, -0.01], [0.02, 0.02, 0.01], [-0.02, 0.01, 0.01], [0.00, 0.02, 0.01], [-0.02, 0.00, 0.01], [-0.01, -0.01, 0.00], [-0.02, 0.01, -0.01], [0.00, 0.02, -0.03], [-0.03, -0.05, -0.03], [-0.06, -0.06, 0.07], [-0.03, 0.28, 0.02], [0.09, -0.06, 0.07], [0.05, -0.03, -0.04], [0.00, 0.02, 0.02], [0.01, -0.03, 0.02], [-0.01, -0.01, 0.03], [-0.01, 0.03, 0.01], [0.02, 0.00, -0.05], [-0.01, 0.00, -0.01], [0.00, -0.04, -0.10], [-0.02, 0.00, -0.04], [0.02, 0.01, -0.02], [0.01, -0.01, 0.03], [0.01, 0.03, 0.00], [0.03, -0.06, -0.18], [-0.10, 0.19, 0.09], [-0.01, -0.11, 0.01], [-0.01, -0.04, 0.18], [0.01, 0.02, -0.06], [-0.10, 0.07, 0.10], [0.05, 0.02, -0.13], [-0.06, 0.05, 0.03], [0.15, -0.10, -0.07], [-0.01, 0.00, 0.03], [-0.03, 0.01, 0.04], [0.02, 0.00, -0.04], [0.01, 0.00, -0.02]],
  "lowdin_spin": [2.239, 0.003, 0.021, 0.096, 0.012, 0.003, 0.007, 0.000, 0.001, 0.003, 0.009, 0.003, 0.023, 0.100, 0.012, 0.000, 0.004, 0.000, 0.000, 0.000, 0.000, 0.000, 0.004, 0.000, 0.004, 0.013, 0.089, 0.016, 0.004, 0.000, 0.000, 0.000, 0.000, 0.000, 0.006, 0.002, 0.003, 0.005, 0.000, 0.000, 0.117, 0.261, 0.125, 0.208, 0.005, 0.177, 0.217, -0.001, 0.198, -0.003, 0.006, 0.008, -0.003]
}

Record 2
{
  "formula": "C22H23BN9ORbS3",
  "method": "the ωB97M-V functional and the def2-TZVPD basis",
  "lumo_energy_ha": 0.1244,
  "homo_ev": 0.58,
  "gap_ev": 2.8,
  "fmax_ev_per_a": 1.20,
  "total_charge": -2,
  "elements": ["Rb", "C", "C", "N", "N", "C", "B", "N", "C", "C", "C", "N", "N", "C", "C", "C", "N", "H", "H", "H", "H", "H", "H", "H", "H", "H", "H", "S", "C", "S", "S", "N", "C", "O", "C", "C", "C", "N", "C", "C", "H", "H", "H", "H", "H", "H", "C", "C", "C", "C", "N", "C", "C", "H", "H", "H", "H", "H", "H", "H"],
  "positions_angstrom": [[-0.357, 0.463, -0.087], [-1.213, -1.560, 4.274], [-0.855, -0.505, 3.417], [-0.167, -0.960, 2.380], [-0.062, -2.288, 2.533], [-0.679, -2.678, 3.670], [0.785, -3.214, 1.632], [0.228, -3.391, 0.198], [-0.265, -4.554, -0.282], [-0.497, -4.402, -1.632], [-0.091, -3.082, -1.893], [0.340, -2.490, -0.789], [2.246, -2.719, 1.570], [3.311, -3.415, 2.021], [4.440, -2.653, 1.815], [3.944, -1.480, 1.218], [2.628, -1.532, 1.076], [-1.756, -1.511, 5.203], [-1.061, 0.550, 3.524], [-0.707, -3.714, 3.967], [0.775, -4.301, 2.151], [-0.439, -5.396, 0.368], [-0.870, -5.140, -2.322], [-0.107, -2.547, -2.830], [3.199, -4.395, 2.457], [5.460, -2.896, 2.064], [4.494, -0.610, 0.895], [-2.929, 6.170, 0.320], [-2.274, 4.596, 0.278], [-0.824, 4.254, 1.124], [-3.065, 3.365, -0.613], [-0.546, 0.021, -8.121], [-1.482, -0.355, -7.170], [-2.526, -0.868, -7.515], [-1.109, -0.125, -5.761], [-2.088, -0.221, -4.773], [-1.752, 0.023, -3.455], [-0.518, 0.333, -3.054], [0.419, 0.402, -3.995], [0.183, 0.195, -5.340], [-0.939, 0.066, -9.048], [0.046, 0.801, -7.884], [-3.100, -0.469, -5.059], [-2.503, -0.029, -2.674], [1.420, 0.632, -3.646], [1.006, 0.254, -6.040], [-6.947, -2.873, 1.984], [-5.708, -2.220, 1.434], [-5.691, -0.905, 0.991], [-4.509, -0.370, 0.494], [-3.373, -1.057, 0.435], [-3.377, -2.313, 0.876], [-4.514, -2.934, 1.363], [-7.803, -2.201, 1.958], [-6.774, -3.176, 3.018], [-7.191, -3.766, 1.406], [-6.583, -0.291, 1.039], [-4.463, 0.656, 0.135], [-2.428, -2.838, 0.833], [-4.476, -3.966, 1.693]],
  "forces_ev_per_angstrom": [[-0.24, 0.60, 0.20], [0.04, -0.06, 0.06], [-0.03, -0.20, 0.11], [0.04, 0.16, -0.06], [-0.10, -0.31, 0.17], [-0.13, 0.13, 0.05], [0.09, 0.44, -0.04], [-0.06, -0.38, -0.03], [-0.12, 0.05, -0.08], [0.06, -0.05, 0.01], [-0.12, -0.15, 0.06], [-0.04, 0.33, -0.07], [0.12, -0.31, 0.15], [0.14, 0.05, 0.00], [0.01, 0.02, 0.00], [0.02, -0.11, 0.04], [-0.04, 0.22, -0.10], [-0.04, 0.01, -0.03], [-0.01, 0.01, -0.13], [0.08, -0.01, -0.04], [0.01, -0.10, 0.01], [0.10, 0.01, 0.03], [-0.05, 0.03, 0.00], [0.02, 0.05, 0.03], [-0.09, 0.02, -0.01], [-0.01, -0.02, 0.00], [-0.06, 0.04, -0.02], [-0.15, 0.25, -0.01], [0.07, 0.28, 0.12], [0.49, -0.38, 0.17], [-0.26, -0.82, -0.42], [-0.14, 0.21, 0.25], [0.08, -0.05, -0.96], [-0.12, -0.11, 0.20], [0.19, 0.15, 1.17], [0.00, -0.02, -0.58], [0.04, 0.10, 0.42], [-0.10, -0.18, -0.44], [0.15, 0.08, 0.29], [-0.23, -0.13, -0.41], [0.02, -0.06, -0.03], [0.08, -0.04, -0.01], [-0.02, 0.00, 0.06], [-0.02, 0.04, -0.01], [0.01, 0.02, -0.04], [0.03, -0.01, 0.03], [0.08, 0.06, -0.03], [0.08, 0.03, -0.05], [-0.01, -0.14, 0.07], [0.00, 0.19, -0.05], [0.31, 0.08, -0.13], [-0.06, -0.02, -0.03], [-0.05, -0.01, 0.03], [0.01, 0.02, 0.00], [-0.08, -0.04, 0.01], [-0.04, -0.03, 0.04], [0.00, 0.01, -0.03], [0.04, 0.04, 0.06], [-0.02, -0.02, -0.01], [0.05, 0.01, 0.02]],
  "nbo_charge": [0.903, -0.377, -0.059, -0.301, -0.337, -0.046, 0.578, -0.329, -0.048, -0.372, -0.076, -0.282, -0.332, -0.042, -0.388, -0.078, -0.249, 0.210, 0.223, 0.202, -0.073, 0.206, 0.208, 0.195, 0.202, 0.205, 0.190, -0.439, -0.497, -0.475, -0.517, -0.827, 0.661, -0.594, -0.139, -0.196, 0.052, -0.401, 0.037, -0.236, 0.392, 0.384, 0.238, 0.224, 0.198, 0.207, -0.630, 0.011, -0.273, 0.053, -0.442, 0.054, -0.273, 0.211, 0.216, 0.211, 0.211, 0.242, 0.203, 0.200]
}

Record 3
{
  "formula": "C22H23Br2NOZn",
  "method": "the ωB97M-V functional and the def2-TZVPD basis",
  "lumo_energy_ha": -0.0669,
  "homo_ev": -5.48,
  "gap_ev": 3.7,
  "fmax_ev_per_a": 1.80,
  "total_charge": 0,
  "elements": ["C", "C", "N", "C", "C", "C", "C", "C", "C", "C", "C", "C", "C", "C", "O", "H", "H", "H", "H", "H", "H", "H", "H", "H", "H", "H", "H", "H", "H", "H", "H", "Br", "Zn", "Br", "C", "C", "C", "C", "C", "C", "C", "C", "C", "H", "H", "H", "H", "H", "H", "H"],
  "positions_angstrom": [[4.398, -0.353, 1.139], [3.286, -1.077, 1.896], [2.019, -0.319, 1.849], [0.876, -0.896, 1.479], [-0.370, -0.256, 1.546], [-1.528, -0.851, 1.078], [-2.782, -0.159, 0.927], [-3.751, -0.666, 0.031], [-4.962, -0.011, -0.146], [-5.229, 1.171, 0.564], [-4.280, 1.686, 1.461], [-3.070, 1.021, 1.654], [2.053, 1.081, 2.237], [3.498, 1.557, 2.227], [4.198, 1.063, 1.069], [5.365, -0.544, 1.651], [4.449, -0.725, 0.102], [3.124, -2.061, 1.445], [3.594, -1.169, 2.952], [0.946, -1.924, 1.109], [-0.420, 0.758, 1.955], [-1.447, -1.837, 0.607], [-3.502, -1.565, -0.539], [-5.694, -0.422, -0.840], [-6.162, 1.713, 0.388], [-4.484, 2.605, 2.015], [-2.333, 1.407, 2.365], [1.472, 1.683, 1.524], [1.611, 1.217, 3.236], [3.518, 2.647, 2.102], [4.017, 1.238, 3.150], [-5.777, -4.405, -0.342], [-3.917, -4.442, -1.725], [-1.812, -4.376, -0.757], [-3.797, -4.207, 3.078], [-3.862, -2.803, 2.943], [-2.583, -2.273, 3.243], [-1.673, -3.358, 3.456], [-2.436, -4.591, 3.286], [-1.783, -5.827, 3.254], [-0.392, -5.856, 3.414], [0.335, -4.670, 3.649], [-0.289, -3.417, 3.636], [-4.614, -4.900, 2.916], [-4.743, -2.236, 2.663], [-2.354, -1.226, 3.422], [-2.364, -6.742, 3.100], [0.134, -6.814, 3.411], [1.412, -4.722, 3.826], [0.275, -2.490, 3.751]],
  "forces_ev_per_angstrom": [[0.45, 0.29, -0.29], [-0.38, 0.48, 0.35], [0.29, -0.58, -0.38], [-0.82, 0.15, 0.12], [0.81, 0.08, 0.13], [0.08, -1.06, 0.06], [-0.78, 0.44, 0.06], [0.30, 0.26, 0.24], [0.11, 0.26, 0.22], [0.20, -0.01, -0.09], [-0.01, -0.28, -0.13], [-0.12, -0.24, -0.40], [0.16, 0.13, 0.00], [0.61, 0.02, -0.53], [-0.64, -0.30, 0.59], [-0.38, -0.07, -0.32], [0.09, 0.30, 0.37], [-0.02, 0.15, 0.37], [-0.28, -0.28, -0.30], [-0.07, 0.33, 0.17], [0.05, -0.46, -0.18], [-0.08, 0.35, 0.15], [-0.17, 0.20, 0.28], [0.11, 0.16, 0.17], [0.29, -0.25, 0.15], [0.01, -0.31, -0.20], [-0.37, -0.10, -0.22], [0.10, -0.31, 0.08], [0.04, 0.02, -0.12], [0.08, -0.33, 0.42], [-0.07, 0.31, -0.30], [0.25, 0.01, -0.96], [0.12, 0.04, 1.79], [-0.37, -0.03, -0.78], [-0.40, 1.08, -0.89], [0.13, -1.59, 0.54], [0.56, 0.96, -0.44], [-0.31, -0.77, -0.54], [0.64, 0.69, 0.28], [0.12, 0.29, 0.10], [-0.06, 0.10, 0.34], [0.03, 0.04, -0.26], [-0.14, -0.21, 0.08], [0.03, 0.09, -0.03], [0.08, -0.03, 0.21], [-0.13, -0.29, 0.09], [0.30, 0.25, 0.03], [-0.16, 0.31, -0.01], [-0.30, -0.06, -0.12], [0.01, -0.27, 0.15]],
  "nbo_charge": [-0.077, -0.243, -0.358, 0.165, -0.401, -0.055, -0.012, -0.192, -0.212, -0.209, -0.198, -0.224, -0.250, -0.084, -0.519, 0.177, 0.196, 0.233, 0.202, 0.225, 0.211, 0.236, 0.207, 0.219, 0.216, 0.216, 0.208, 0.216, 0.208, 0.215, 0.171, -0.656, 1.336, -0.663, -0.263, -0.256, -0.310, -0.022, -0.114, -0.185, -0.261, -0.255, -0.244, 0.204, 0.210, 0.204, 0.204, 0.203, 0.196, 0.188]
}

Record 4
{
  "formula": "C22H23Br4N3O6",
  "method": "the ωB97M-V functional and the def2-TZVPD basis",
  "lumo_energy_ha": -0.0332,
  "homo_ev": -9.58,
  "gap_ev": 8.7,
  "fmax_ev_per_a": 5.87,
  "smiles": "O=[N+]([O-])c1ccccc1.O=[N+]([O-])c1ccccc1.O=[N+]([O-])c1ccccc1.BrCCBr.BrCCBr",
  "total_charge": 0,
  "elements": ["O", "N", "O", "C", "C", "C", "C", "C", "C", "H", "H", "H", "H", "H", "O", "N", "O", "C", "C", "C", "C", "C", "C", "H", "H", "H", "H", "H", "O", "N", "O", "C", "C", "C", "C", "C", "C", "H", "H", "H", "H", "H", "Br", "C", "C", "Br", "H", "H", "H", "H", "Br", "C", "C", "Br", "H", "H", "H", "H"],
  "positions_angstrom": [[2.844, 1.092, 1.296], [1.946, 1.496, 2.059], [1.555, 0.852, 3.029], [1.338, 2.859, 1.775], [1.880, 3.573, 0.682], [1.371, 4.816, 0.413], [0.443, 5.306, 1.300], [-0.037, 4.676, 2.409], [0.457, 3.429, 2.658], [2.664, 3.258, 0.010], [1.761, 5.413, -0.398], [0.053, 6.290, 1.086], [-0.833, 5.154, 2.962], [-0.014, 2.912, 3.481], [4.957, -4.208, 4.382], [3.771, -4.485, 4.390], [3.236, -5.227, 5.198], [2.798, -3.908, 3.382], [1.689, -4.523, 2.982], [0.967, -4.064, 1.879], [1.287, -2.845, 1.260], [2.427, -2.147, 1.692], [3.202, -2.634, 2.792], [1.406, -5.451, 3.456], [0.112, -4.667, 1.612], [0.585, -2.395, 0.573], [2.637, -1.207, 1.203], [4.136, -2.159, 3.053], [-5.449, -3.590, -0.190], [-4.854, -3.101, -1.205], [-5.371, -2.281, -1.950], [-3.417, -3.436, -1.364], [-2.675, -2.670, -2.338], [-1.324, -3.104, -2.509], [-0.761, -4.073, -1.704], [-1.492, -4.775, -0.755], [-2.877, -4.466, -0.592], [-3.071, -1.781, -2.806], [-0.811, -2.563, -3.289], [0.252, -4.385, -1.910], [-0.942, -5.558, -0.256], [-3.562, -5.012, 0.040], [0.970, -0.112, -0.907], [-0.475, 1.246, -0.440], [-1.545, 1.052, -1.545], [-2.643, 2.660, -1.127], [-0.082, 2.263, -0.457], [-0.867, 0.941, 0.530], [-2.006, 0.133, -1.183], [-1.209, 0.922, -2.574], [1.601, 4.308, -3.278], [0.133, 5.353, -4.287], [-1.251, 4.804, -3.821], [-2.712, 6.004, -4.386], [0.226, 5.065, -5.333], [0.343, 6.420, -4.216], [-1.288, 4.771, -2.732], [-1.479, 3.758, -4.027]],
  "forces_ev_per_angstrom": [[-1.46, 1.10, 1.22], [0.87, -0.67, -0.22], [0.03, 0.96, -0.98], [2.09, -0.54, -0.58], [-0.09, -0.49, 0.09], [0.25, -0.19, 0.70], [-0.76, 2.37, -0.90], [-0.03, 0.32, -0.67], [-1.10, -1.20, 0.84], [0.00, -0.84, 0.37], [-0.16, -0.04, -0.06], [-0.12, 0.23, -0.01], [0.16, -0.21, 0.37], [0.56, -0.56, 0.09], [-0.90, 0.16, -0.46], [-1.22, -0.24, 0.38], [0.40, -0.02, -0.10], [3.97, 4.29, -0.55], [-1.33, -1.87, -0.68], [-0.01, 0.81, 0.38], [0.08, -0.90, 1.27], [0.12, -0.75, 1.45], [-1.39, -1.77, -1.43], [-0.05, -0.09, 0.04], [-0.16, 0.27, -0.24], [0.28, -0.18, -0.39], [0.33, 0.03, 0.27], [-0.10, 0.00, 0.26], [1.50, 0.92, -2.76], [-1.53, 0.02, 2.73], [0.69, -0.98, 0.37], [0.59, 0.99, -1.36], [0.93, -2.33, 2.10], [-2.24, 1.76, -0.15], [-0.01, -0.56, -0.42], [-1.24, 0.77, -0.43], [1.07, 0.05, -0.70], [-0.21, -0.33, -0.25], [0.60, -0.22, 0.12], [0.19, 0.11, 0.15], [-0.54, -0.15, 0.38], [0.21, -0.02, 0.19], [-0.73, 0.93, 0.13], [0.55, -0.84, -1.73], [0.54, -0.01, 2.43], [-0.26, -0.75, -0.75], [0.38, -0.45, 0.11], [0.15, 0.20, -0.15], [-0.88, 0.23, -0.63], [-0.04, 0.70, 0.20], [-1.19, 0.85, -0.84], [-0.48, -1.78, -0.31], [0.78, 0.86, 1.38], [0.59, -0.57, 0.02], [0.47, 0.03, 0.11], [-0.28, -0.28, 0.59], [-0.06, 0.58, 0.01], [0.19, 0.27, -0.99]],
  "nbo_charge": [-0.386, 0.506, -0.362, 0.090, -0.216, -0.207, -0.172, -0.212, -0.219, 0.256, 0.235, 0.211, 0.232, 0.250, -0.363, 0.529, -0.380, 0.025, -0.173, -0.221, -0.203, -0.207, -0.183, 0.234, 0.211, 0.228, 0.244, 0.243, -0.397, 0.505, -0.349, 0.031, -0.192, -0.194, -0.199, -0.201, -0.191, 0.248, 0.224, 0.227, 0.229, 0.260, -0.060, -0.402, -0.436, -0.014, 0.230, 0.228, 0.227, 0.238, -0.073, -0.381, -0.462, -0.002, 0.220, 0.236, 0.229, 0.234]
}